(1)
{"formula": "C6H11N5O", "method": "the ωB97M-V functional and the def2-TZVPD basis", "smiles": "Cc1nnn[nH]1.O=CN1CCC1", "total_energy_ev": -15896.384, "e_above_lowest_kcal_mol": 10.3, "species": ["C", "C", "N", "N", "N", "N", "H", "H", "H", "H", "O", "C", "N", "C", "C", "C", "H", "H", "H", "H", "H", "H", "H"], "coordinates": [[2.95, 1.71, -0.77], [2.57, 0.38, -0.20], [1.67, 0.16, 0.73], [1.66, -1.19, 0.93], [2.50, -1.77, 0.17], [3.08, -0.80, -0.55], [2.34, 2.48, -0.28], [2.76, 1.74, -1.85], [4.01, 1.92, -0.59], [3.81, -1.04, -1.25], [-4.50, -0.59, -0.56], [-3.31, -0.89, -0.51], [-2.34, -0.06, -0.07], [-0.91, -0.18, 0.09], [-0.90, 1.28, 0.63], [-2.44, 1.30, 0.43], [-2.93, -1.88, -0.82], [-0.60, -0.93, 0.83], [-0.36, -0.32, -0.86], [-0.35, 1.98, 0.01], [-0.57, 1.37, 1.67], [-2.81, 2.01, -0.32], [-3.04, 1.39, 1.34]]}

---

(2)
{"formula": "C5H12O", "method": "the ωB97M-V functional and the def2-TZVPD basis", "total_energy_ev": -7421.265, "e_above_lowest_kcal_mol": 139.4, "species": ["C", "C", "C", "C", "C", "O", "H", "H", "H", "H", "H", "H", "H", "H", "H", "H", "H", "H"], "coordinates": [[2.00, 0.00, -0.52], [0.83, -0.35, 0.39], [-1.22, 0.29, -0.38], [-1.93, -0.84, 0.30], [-0.04, 1.40, 0.63], [-0.87, 0.04, -1.65], [1.63, 0.18, -1.54], [2.71, -0.84, -0.57], [2.55, 0.88, -0.18], [1.11, -0.48, 1.44], [0.38, -1.29, 0.05], [-1.89, -0.75, 1.40], [-1.58, -1.85, 0.02], [-2.98, -0.77, 0.00], [0.91, 1.54, 1.18], [-0.82, 1.60, 1.38], [-0.04, 2.18, -0.13], [-0.75, -0.93, -1.82]]}

---

(3)
{"formula": "C9H26BNO2", "method": "the ωB97M-V functional and the def2-TZVPD basis", "total_energy_ev": -16012.529, "species": ["B", "O", "C", "C", "C", "C", "H", "H", "H", "H", "H", "H", "H", "H", "H", "H", "H", "H", "C", "N", "C", "C", "C", "C", "O", "H", "H", "H", "H", "H", "H", "H", "H", "H", "H", "H", "H", "H", "H"], "coordinates": [[1.57, -0.49, 3.13], [0.52, 0.05, 4.04], [-0.20, 1.09, 3.47], [-1.33, 0.64, 2.51], [-2.25, -0.45, 3.12], [-1.61, -1.87, 2.92], [2.56, 0.20, 3.02], [1.05, -0.76, 2.05], [1.95, -1.56, 3.58], [-0.70, 1.62, 4.30], [0.46, 1.86, 3.00], [-1.98, 1.53, 2.35], [-0.99, 0.33, 1.51], [-2.25, -0.29, 4.21], [-3.27, -0.43, 2.73], [-2.33, -2.67, 3.14], [-0.82, -1.95, 3.68], [-1.20, -1.96, 1.90], [-0.97, 0.08, -3.05], [0.43, 0.63, -3.03], [0.36, 2.07, -3.47], [1.28, -0.13, -4.00], [1.02, 0.60, -1.63], [1.21, -0.77, -1.03], [-0.04, -1.44, -0.93], [-1.43, 0.36, -4.00], [-0.93, -1.00, -2.99], [-1.52, 0.50, -2.22], [-0.06, 2.10, -4.47], [1.37, 2.48, -3.46], [-0.28, 2.60, -2.77], [1.28, -1.17, -3.72], [2.29, 0.28, -3.97], [0.85, -0.01, -5.00], [0.35, 1.19, -1.01], [1.99, 1.11, -1.69], [1.63, -0.66, -0.03], [1.90, -1.38, -1.62], [0.13, -2.32, -0.57]]}

---

(4)
{"formula": "C5H12NO3PS2", "method": "the ωB97M-V functional and the def2-TZVPD basis", "total_energy_ev": -43971.356, "e_above_lowest_kcal_mol": 0.0, "species": ["C", "C", "C", "C", "C", "N", "O", "O", "O", "P", "S", "S", "H", "H", "H", "H", "H", "H", "H", "H", "H", "H", "H", "H"], "coordinates": [[1.46, 1.06, 0.23], [2.72, 3.09, 0.03], [1.97, -1.22, 0.07], [-2.32, -0.48, -2.33], [-2.48, -0.75, 1.96], [2.48, 1.69, 0.11], [1.06, -0.14, 0.30], [-1.45, 0.31, -1.53], [-1.75, -0.52, 0.77], [-1.98, 0.83, -0.11], [-3.85, 1.41, -0.07], [-0.60, 2.23, 0.38], [3.40, 3.37, 0.83], [1.78, 3.64, 0.13], [3.18, 3.31, -0.93], [2.89, -1.08, 0.63], [2.19, -1.29, -1.00], [1.45, -2.12, 0.40], [-3.35, -0.12, -2.23], [-2.28, -1.53, -2.03], [-1.99, -0.37, -3.36], [-2.82, -1.79, 1.94], [-3.35, -0.09, 2.01], [-1.84, -0.58, 2.84]]}

---

(5)
{"formula": "C6H9OP", "method": "the ωB97M-V functional and the def2-TZVPD basis", "smiles": "C/C=C1\\C=CP(C)O1", "total_energy_ev": -17701.406, "e_above_lowest_kcal_mol": 20.6, "species": ["C", "C", "C", "C", "C", "P", "C", "O", "H", "H", "H", "H", "H", "H", "H", "H", "H"], "coordinates": [[-2.62, -1.53, 0.18], [-1.14, -1.72, 0.05], [-0.22, -0.69, -0.35], [-0.55, 0.74, -0.59], [0.50, 1.56, -0.79], [2.13, 0.68, -1.04], [2.81, 1.24, 0.57], [1.13, -0.87, -0.55], [-3.09, -2.00, -0.73], [-2.80, -0.40, 0.40], [-2.89, -2.14, 0.91], [-0.77, -2.80, 0.25], [-1.67, 1.12, -0.45], [0.28, 2.59, -0.80], [2.05, 1.27, 1.49], [3.19, 2.36, 0.47], [3.67, 0.58, 0.97]]}

---

(6)
{"formula": "C34H57BiN3O2SeSi", "method": "the ωB97M-V functional and the def2-TZVPD basis", "total_energy_ev": -123805.609, "charge": 1, "species": ["O", "O", "C", "C", "H", "H", "H", "H", "H", "C", "C", "H", "H", "H", "H", "H", "C", "C", "C", "H", "H", "H", "H", "H", "C", "H", "H", "H", "H", "H", "H", "N", "C", "C", "C", "C", "H", "H", "H", "C", "H", "H", "H", "N", "C", "C", "C", "C", "H", "C", "H", "C", "H", "C", "C", "C", "C", "C", "C", "H", "C", "H", "C", "H", "C", "C", "Bi", "H", "H", "H", "H", "H", "H", "H", "H", "H", "H", "H", "H", "H", "C", "Si", "H", "H", "C", "C", "C", "H", "H", "H", "H", "H", "H", "H", "H", "H", "Se", "C", "N"], "coordinates": [[-1.38, 1.69, -2.29], [-4.55, -3.14, -1.69], [-2.41, 2.15, -1.39], [-2.93, 3.52, -1.77], [-1.98, 2.19, -0.36], [-3.24, 1.43, -1.36], [-2.24, 4.31, -1.45], [-3.89, 3.67, -1.25], [-3.10, 3.60, -2.85], [-1.67, 0.40, -2.85], [-3.01, 0.29, -3.55], [-1.67, -0.36, -2.05], [-0.82, 0.20, -3.52], [-3.74, -0.22, -2.89], [-2.87, -0.37, -4.41], [-3.45, 1.23, -3.89], [-3.36, -3.87, -1.93], [-4.98, -3.13, -0.34], [-3.12, -3.96, -3.42], [-3.45, -4.88, -1.50], [-2.49, -3.38, -1.45], [-4.01, -4.38, -3.91], [-2.28, -4.62, -3.63], [-2.90, -2.99, -3.86], [-6.47, -3.36, -0.24], [-4.73, -2.15, 0.10], [-4.45, -3.90, 0.24], [-7.02, -2.64, -0.84], [-6.79, -3.27, 0.80], [-6.71, -4.37, -0.58], [-2.09, -0.14, 1.96], [1.91, 2.28, 0.89], [2.61, 1.92, 1.98], [2.99, 0.61, 2.22], [3.23, -0.40, 1.30], [2.95, 2.99, 2.98], [2.05, 3.41, 3.46], [3.51, 3.81, 2.52], [3.58, 2.56, 3.76], [4.02, -1.60, 1.73], [5.00, -1.64, 1.22], [3.50, -2.54, 1.54], [4.22, -1.53, 2.80], [2.84, -0.33, 0.01], [1.41, 3.63, 0.78], [0.14, 3.95, 1.29], [-0.61, 3.05, 2.23], [-0.47, 5.11, 0.83], [-1.48, 5.35, 1.18], [0.20, 5.97, -0.05], [-0.31, 6.85, -0.43], [1.52, 5.71, -0.43], [2.07, 6.40, -1.07], [2.15, 4.56, 0.02], [3.58, 4.28, -0.35], [3.38, -1.29, -0.93], [2.68, -2.49, -1.19], [1.45, -2.86, -0.42], [3.20, -3.34, -2.16], [2.66, -4.26, -2.39], [4.39, -3.04, -2.83], [4.77, -3.71, -3.59], [5.10, -1.89, -2.50], [6.04, -1.64, -2.99], [4.63, -1.02, -1.51], [5.43, 0.17, -1.10], [1.03, 0.90, -0.72], [-1.46, 2.56, 1.75], [-1.04, 3.64, 3.06], [0.02, 2.27, 2.69], [4.06, 3.53, 0.29], [4.17, 5.20, -0.26], [3.67, 3.94, -1.40], [0.94, -3.70, -0.92], [0.72, -2.05, -0.31], [1.69, -3.22, 0.60], [4.98, 1.11, -1.47], [6.43, 0.11, -1.54], [5.55, 0.25, -0.01], [3.33, 0.40, 3.24], [-2.80, -0.95, 1.90], [-1.86, -1.85, 3.28], [-3.80, -0.52, 2.07], [-2.81, -1.45, 0.92], [-3.18, -1.77, 4.62], [-0.28, -0.89, 3.72], [-1.36, -3.53, 2.63], [-1.84, -3.72, 1.67], [-1.65, -4.33, 3.33], [-0.27, -3.59, 2.48], [-3.38, -0.71, 4.86], [-2.92, -2.29, 5.55], [-4.11, -2.20, 4.21], [-0.35, 0.15, 3.39], [0.61, -1.32, 3.23], [-0.08, -0.87, 4.80], [4.22, 2.73, -4.38], [3.02, 2.04, -3.32], [2.20, 1.55, -2.59]]}